Record 1
# C4H9OP

A single C4H9OP molecule (wB97M-V/def2-TZVPD, OMol25).

Cartesian coordinates (Å):
C -2.73634 -0.96054 -0.11032
C 1.36534 0.48760 0.39159
C 1.84114 0.54116 -0.96764
C 0.26493 -0.54076 0.54518
O -1.67246 1.53123 0.03838
P -1.36862 0.02151 -0.51869
H -3.74097 -0.76149 0.02386
H -2.33380 -2.00566 -0.26365
H 1.99349 0.04394 1.05075
H 0.90336 1.32633 0.78717
H 2.45246 1.28405 -1.40003
H 1.25847 -0.13829 -1.66131
H 0.45150 -1.57654 0.15535
H 0.03261 -0.89141 1.52964
H -1.27692 2.15347 -0.52997

- energy above the lowest of the compared OMol25 structures with the same formula, charge and spin (kcal per mole) = 90.1
- electronic energy (Ha) = -574.2348
- gap between HOMO and LUMO (alpha / beta) (eV) = 8.03 / 7.41
- largest force on an atom (hartree/bohr) = 0.0807



Record 2
# C4H9P

2 unconnected molecules or ions with the total composition C4H9P (wB97M-V/def2-TZVPD, OMol25).

Cartesian coordinates (Å):
C -0.01356 -0.03471 1.26853
C 0.59163 -0.12190 -0.13972
C 1.89146 -0.79012 -0.45714
C -2.21795 0.26460 -0.29978
P -0.95442 -1.11508 -0.02378
H 0.57451 -0.53077 1.99065
H -0.37093 1.00682 1.49885
H 0.44544 1.21887 -1.04990
H 2.14123 -0.68204 -1.49719
H 1.85378 -1.84774 -0.29084
H 2.81177 -0.39868 -0.06758
H -2.82153 0.19844 0.55068
H -2.89482 0.17329 -1.23030
H -1.46839 1.09252 -0.28853

- energy above the lowest of the compared OMol25 structures with the same formula, charge and spin (kcal per mole) = 48.1
- electronic energy (Ha) = -499.0269
- gap between HOMO and LUMO (eV) = 10.11
- largest force on an atom (hartree/bohr) = 0.0874



Record 3
# C4H9P

A single C4H9P molecule (wB97M-V/def2-TZVPD, OMol25).

Cartesian coordinates (Å):
C 1.50364 -0.42333 -1.43181
C 0.40336 -0.29510 -0.80082
C -0.07350 0.45691 0.47619
C -1.44284 0.99993 0.23266
P -0.01802 -0.62062 1.94342
H 1.44109 -0.98658 -2.42251
H 2.55989 -0.00148 -1.24273
H -0.53990 -0.76685 -1.24289
H 0.67722 1.28970 0.69836
H -1.96730 0.15178 -0.10430
H -1.37048 1.75595 -0.58036
H -1.91902 1.40795 1.09394
H 1.37472 -1.00028 1.90092
H -0.62885 -1.96799 1.47992

- energy above the lowest of the compared OMol25 structures with the same formula, charge and spin (kcal per mole) = 14.8
- SMILES = C=C[C@@H](C)P
- electronic energy (Ha) = -499.0800
- gap between HOMO and LUMO (eV) = 9.88
- largest force on an atom (hartree/bohr) = 0.1063



Record 4
# C4H9P

A single C4H9P molecule (wB97M-V/def2-TZVPD, OMol25).

Cartesian coordinates (Å):
C -0.34074 -0.48634 -0.48857
C 0.67958 0.29662 0.32893
C -1.63440 -1.06715 0.10654
C 1.19268 1.64912 -0.19965
P 1.30398 -1.27572 -0.28642
H -0.55286 0.09029 -1.39867
H 0.58316 0.25425 1.38543
H -1.74672 -0.76259 1.31214
H -1.73013 -2.12270 0.07600
H -2.53201 -0.64166 -0.46436
H 0.61729 1.93756 -1.02059
H 2.16944 1.64774 -0.65596
H 1.14867 2.39524 0.51069
H 0.84205 -1.91466 0.79450

- 2S+1 = 3
- energy above the lowest of the compared OMol25 structures with the same formula, charge and spin (kcal per mole) = 89.3
- electronic energy (Ha) = -498.8935
- gap between HOMO and LUMO (alpha / beta) (eV) = 5.13 / 6.61
- largest force on an atom (hartree/bohr) = 0.0871



Record 5
# C4H9P

2 unconnected molecules or ions with the total composition C4H9P (wB97M-V/def2-TZVPD, OMol25).

Cartesian coordinates (Å):
C -0.69540 0.87032 0.74853
C -1.55484 0.07594 0.09270
C 0.44656 0.39197 1.53794
C 1.28428 -0.56024 -1.50301
P 0.22235 -1.43790 -2.38631
H -1.11107 -0.96848 -0.02959
H -2.45658 0.50319 -0.33798
H -0.97087 -0.93525 -1.83966
H 1.32747 0.90367 1.19772
H 0.56820 -0.62294 1.35200
H 0.41027 0.47770 2.62539
H 2.23610 -0.94776 -1.28326
H -0.74091 1.96239 0.61217
H 1.03444 0.28739 -0.78662

- 2S+1 = 3
- energy above the lowest of the compared OMol25 structures with the same formula, charge and spin (kcal per mole) = 66.3
- electronic energy (Ha) = -498.9301
- gap between HOMO and LUMO (alpha / beta) (eV) = 7.77 / 6.99
- largest force on an atom (hartree/bohr) = 0.1386



Record 6
# C4H9S

2 unconnected molecules or ions with the total composition C4H9S (wB97M-V/def2-TZVPD, OMol25).

Cartesian coordinates (Å):
S -2.66927 -0.52998 0.13777
H -3.92340 -0.86978 -0.22647
C 0.27201 -0.85776 -1.34589
C 1.06670 0.06948 -0.44669
C 0.21799 0.75400 0.59571
C 0.65683 1.03939 1.90481
H -0.49419 -0.24365 -1.88386
H 0.89121 -1.33061 -2.07029
H -0.33170 -1.57102 -0.80380
H 1.65550 0.76987 -1.02442
H 1.78516 -0.63612 0.10143
H -0.75645 1.10203 0.26785
H -0.00967 1.56831 2.57223
H 1.63928 0.73585 2.22163

- 2S+1 = 2
- energy above the lowest of the compared OMol25 structures with the same formula, charge and spin (kcal per mole) = 10.5
- electronic energy (Ha) = -555.8900
- gap between HOMO and LUMO (alpha / beta) (eV) = 10.11 / 6.79
- largest force on an atom (hartree/bohr) = 0.0879



Record 7
# C4HBrS

A single C4HBrS molecule (wB97M-V/def2-TZVPD, OMol25).

Cartesian coordinates (Å):
C 1.29821 0.54169 0.11514
C 0.85419 1.72418 -0.16776
C 0.48717 -0.60221 -0.04066
C -0.83213 -0.66646 -0.04537
S -0.64238 2.16454 0.15187
Br -2.20167 -1.72782 0.05080
H 1.03661 -1.43391 -0.06402

- energy above the lowest of the compared OMol25 structures with the same formula, charge and spin (kcal per mole) = 62.8
- electronic energy (Ha) = -3124.9493
- gap between HOMO and LUMO (alpha / beta) (eV) = 6.45 / 7.01
- largest force on an atom (hartree/bohr) = 0.0835



Record 8
# C4HGaO2

A molecular structure, C4HGaO2 (wB97M-V/def2-TZVPD, OMol25).

Cartesian coordinates (Å):
O 1.26635 0.85089 1.84444
C -0.86943 -1.03623 -0.49233
C -0.28960 -0.10861 0.10985
C 0.40185 0.95413 0.74105
C -0.23294 2.10731 0.86119
O -0.80382 3.15666 0.71364
Ga -2.04274 4.06480 1.30099
H 1.84021 1.62690 1.84602

- energy above the lowest of the compared OMol25 structures with the same formula, charge and spin (kcal per mole) = 36.2
- total charge = +2
- electronic energy (Ha) = -2227.1534
- gap between HOMO and LUMO (alpha / beta) (eV) = 4.77 / 6.83
- largest force on an atom (hartree/bohr) = 0.2318



Record 9
# C4HLiO2Pd

A molecular structure, C4HLiO2Pd (wB97M-V/def2-TZVPD, OMol25).

Cartesian coordinates (Å):
O 3.64603 0.63254 0.01661
C 2.36370 0.48480 -0.11361
C 1.60285 -0.67743 0.18264
C 0.58207 -1.45279 0.21017
Li -1.32487 -1.75046 -0.36312
C -2.25428 0.16895 0.12573
O -1.58935 1.23108 -0.08491
Pd 0.29820 0.91594 -0.32235
H -3.32436 0.44738 0.34881

- 2S+1 = 4
- total charge = -1
- electronic energy (Ha) = -438.7131
- gap between HOMO and LUMO (alpha / beta) (eV) = 4.57 / 6.23
- largest force on an atom (hartree/bohr) = 0.0967



Record 10
# C4HN2S2

A gas-phase ion, C4HN2S2 (charge +1) (wB97M-V/def2-TZVPD, OMol25).

Cartesian coordinates (Å):
C -0.71716 -0.75690 1.68748
C -0.40764 0.80740 -1.62656
C -0.06280 -0.23873 0.61513
C 1.45464 -0.34418 0.75693
N -0.60053 0.41098 -0.37961
N 2.58193 -0.51059 0.83087
S -0.24918 2.23325 -2.41064
S -1.54000 -1.49228 2.75454
H -0.45926 -0.10895 -2.22813

- energy above the lowest of the compared OMol25 structures with the same formula, charge and spin (kcal per mole) = 34.2
- total charge = +1
- electronic energy (Ha) = -1058.4508
- gap between HOMO and LUMO (alpha / beta) (eV) = 4.78 / 4.78
- largest force on an atom (hartree/bohr) = 0.1195